Density functional theory data (ωB97M-V with the def2-TZVPD basis set) for 12 unconnected molecules or ions with the total composition C68H172N12O22 in a non-equilibrium geometry.

Frontier orbital gap: 0.3158 Ha
E_LUMO: 0.52 eV
Highest occupied orbital energy: -8.0704 eV
M: 1510.19 g/mol
Energy above the lowest of the compared OMol25 structures with the same formula, charge and spin: 6.638 eV
Net charge: 0
DFT total energy: -136210.0835 eV
SMILES: COC[C@H](C)N.COC[C@H](C)N.COCCNCCOC.COCCNCCOC.COCCNCCOC.COCCNCCOC.COCCNCCOC.COCCNCCOC.COCCNCCOC.COCCNCCOC.COCCNCCOC.COCCNCCOC

Structure (XYZ):
```
274
Properties=species:S:1:pos:R:3:forces:R:3
C -10.3149 1.9120 7.0250 -1.3 -1.0 0.2
O -9.5944 1.9793 5.8392 0.3 0.4 -0.6
C -8.7019 3.0868 5.7919 -0.1 -0.6 -0.3
C -8.0661 3.2442 4.3754 0.5 -1.1 0.4
C -7.0252 2.0884 4.0358 -1.4 0.4 0.2
N -7.3832 4.5024 4.2243 1.3 0.3 0.1
H -9.7861 1.6575 7.9435 0.8 0.5 0.0
H -10.9747 1.0506 6.9214 -0.2 0.0 -0.2
H -10.9675 2.7681 7.1956 0.2 0.4 0.0
H -9.2250 4.0228 5.9877 -0.4 0.2 0.1
H -8.0575 2.9047 6.6520 1.0 0.4 -0.3
H -8.9045 3.2633 3.6790 -0.1 -0.5 -0.1
H -6.4729 2.1369 3.0973 -0.4 0.7 -0.2
H -7.6021 1.1654 3.9781 0.2 -0.2 0.3
H -6.2587 2.0286 4.8085 -0.2 -0.1 0.3
H -7.7177 5.2875 4.7645 -0.6 -0.1 0.1
H -6.4592 4.3228 4.5905 0.4 0.4 -0.1
C 9.3300 4.8311 5.3300 -1.0 -1.0 -0.4
O 8.1529 5.6260 5.4703 1.1 0.5 -0.9
C 7.8608 5.9380 6.8003 -0.7 0.1 0.1
C 6.5991 6.8286 6.9231 -0.3 0.5 0.9
C 6.7621 8.2784 6.4353 0.6 -0.1 0.0
N 6.2736 6.9534 8.3840 0.6 -0.2 -0.7
H 9.4058 4.5346 4.2839 0.0 0.3 -0.1
H 9.1688 3.8900 5.8559 0.0 -0.2 0.3
H 10.3056 5.2006 5.6458 -0.3 0.8 0.2
H 7.7005 4.9737 7.2825 -0.3 -0.1 0.7
H 8.7033 6.4206 7.2956 0.1 0.2 0.1
H 5.7230 6.3767 6.4579 0.3 -0.3 -0.6
H 7.3717 8.7986 7.1742 0.2 0.0 0.0
H 5.8383 8.8544 6.3816 -0.3 -0.4 0.0
H 7.2500 8.3813 5.4660 0.0 -0.3 0.0
H 5.8956 6.0816 8.7260 -0.1 -0.1 0.1
H 5.5551 7.6586 8.4649 -0.1 0.0 0.2
C -6.7139 3.2062 -1.6847 -0.4 0.6 0.9
O -5.4221 3.5939 -1.2552 -0.1 -0.3 -0.1
C -5.0305 4.7860 -1.8961 1.4 0.9 0.0
C -3.5917 5.1371 -1.4398 -0.2 -1.5 1.6
N -3.5151 5.7761 -0.1243 0.5 1.7 -0.4
C -2.1432 6.0436 0.3513 -1.2 0.0 1.4
C -2.1312 6.2979 1.8888 0.3 -0.8 -1.2
O -2.4889 5.0957 2.5766 0.0 0.7 1.8
C -2.4104 5.3190 4.0369 -0.2 -0.1 -1.2
H -7.0879 2.3218 -1.1689 0.7 -0.4 -0.2
H -6.7713 3.1023 -2.7682 -0.1 -0.1 -0.1
H -7.4013 3.9647 -1.3102 -0.4 0.4 -0.5
H -5.6612 5.6478 -1.6779 -0.5 0.0 0.4
H -5.0723 4.6757 -2.9797 0.2 -0.2 -0.3
H -2.9390 5.6530 -2.1441 -0.5 0.2 -0.2
H -3.1422 4.1693 -1.2178 0.3 -0.6 -0.9
H -4.1716 5.4624 0.5762 0.4 -0.4 -0.1
H -1.7302 6.9591 -0.0720 -0.1 0.1 -0.4
H -1.4276 5.2516 0.1306 0.0 -0.4 -0.1
H -2.7704 7.1557 2.0981 -0.4 -0.1 0.3
H -1.1133 6.5814 2.1565 0.2 0.1 0.1
H -2.5399 4.4149 4.6319 0.1 -0.4 -0.7
H -3.2187 5.9696 4.3708 0.0 0.4 -0.2
H -1.4408 5.7416 4.3002 0.0 0.2 -0.1
C -6.7161 -6.6041 0.7308 0.8 -0.1 -0.3
O -5.7135 -7.6190 0.6794 1.1 0.4 -0.1
C -4.3583 -7.0798 0.3738 -1.6 -1.9 -0.2
C -3.3983 -8.2642 0.4236 1.5 0.0 0.5
N -1.9893 -7.7324 0.4286 -0.6 -0.1 0.5
C -0.8467 -8.6288 0.2050 -0.8 -0.2 -2.0
C -0.9067 -9.3294 -1.2110 0.9 -0.5 0.7
O 0.4487 -9.6625 -1.6218 -1.4 0.0 -1.4
C 0.4109 -10.2340 -2.9549 1.2 -0.1 0.4
H -6.3217 -5.8499 1.4118 -0.5 0.5 -0.1
H -7.6928 -6.9680 1.0496 0.4 -0.5 0.5
H -6.9265 -6.2238 -0.2688 0.3 0.5 -0.2
H -4.0566 -6.2983 1.0711 -0.1 0.1 0.0
H -4.3635 -6.7603 -0.6683 -0.1 0.7 0.0
H -3.5687 -8.9799 -0.3807 -0.2 0.2 -0.4
H -3.5636 -8.8594 1.3216 0.0 0.2 0.3
H -1.9497 -6.9242 -0.1758 0.2 0.0 -0.1
H -0.7452 -9.3402 1.0246 -0.1 -0.1 -0.1
H 0.0897 -8.0774 0.1197 -0.2 0.4 0.4
H -1.3667 -8.7036 -1.9757 0.1 0.6 0.1
H -1.5079 -10.2383 -1.2325 -0.1 -0.3 0.3
H 1.4236 -10.2587 -3.3574 0.3 -0.1 0.5
H -0.0895 -9.6923 -3.7576 -0.8 0.5 0.6
H 0.0619 -11.2666 -2.9557 -0.3 0.0 0.2
C -2.9320 -11.9651 -7.4665 -1.1 -1.6 -0.2
O -1.7208 -12.1631 -8.1420 0.4 0.1 -0.3
C -1.8427 -13.0193 -9.2923 1.0 0.1 0.3
C -0.4126 -13.1403 -9.9494 -1.4 0.9 0.5
N 0.1516 -11.7802 -10.2395 -0.8 -1.4 -0.1
C -0.2560 -11.2978 -11.5507 0.3 1.0 -0.4
C 0.2620 -9.8682 -11.7867 -0.7 -0.8 0.3
O -0.3781 -8.9638 -10.9021 0.6 0.0 0.3
C 0.3223 -7.7341 -10.7217 0.1 -0.6 -0.5
H -2.8383 -11.8740 -6.3843 0.6 0.8 -0.2
H -3.5011 -12.8929 -7.5252 -0.2 -0.5 -0.1
H -3.6237 -11.2677 -7.9389 0.4 0.7 0.1
H -2.6221 -12.6431 -9.9549 0.1 0.3 -0.3
H -2.1790 -14.0029 -8.9646 0.0 -0.3 0.1
H -0.5472 -13.7327 -10.8544 0.4 -0.1 0.0
H 0.1897 -13.6648 -9.2077 0.3 0.0 -0.2
H -0.4263 -11.2588 -9.5958 0.5 0.9 0.4
H -1.3336 -11.3524 -11.7056 -0.4 0.2 0.0
H 0.1724 -11.8262 -12.4024 0.3 -0.7 0.3
H 0.0594 -9.6317 -12.8313 -0.1 0.4 -0.2
H 1.3443 -9.9249 -11.6709 0.2 0.4 0.3
H 0.3891 -7.2448 -11.6934 -0.4 0.6 0.1
H 1.3638 -7.8532 -10.4231 0.1 -0.5 0.3
H -0.1685 -7.1659 -9.9315 -0.2 0.1 -0.4
C 3.8203 8.8739 -2.1215 0.0 0.9 -0.2
O 3.4599 10.1893 -1.6245 -0.7 -1.3 -1.4
C 4.1451 10.6258 -0.5054 1.2 0.5 0.6
C 3.7835 12.0723 -0.1415 0.2 -0.1 0.0
N 4.2817 13.0571 -1.1359 -0.2 -1.9 -0.2
C 4.1533 14.4273 -0.7625 -0.2 -0.2 -0.1
C 2.7092 14.8982 -0.7570 -1.3 1.1 1.5
O 1.9099 14.3932 0.3287 0.4 -0.6 1.4
C 0.5736 14.8777 0.4439 0.4 0.1 -1.7
H 3.9333 8.1120 -1.3503 -0.1 0.2 0.3
H 4.7385 8.8976 -2.7084 0.4 0.3 0.2
H 3.0826 8.5334 -2.8481 -0.4 0.3 0.3
H 5.2219 10.6004 -0.6724 0.4 0.1 -0.3
H 4.0185 9.9327 0.3263 -0.5 0.0 0.4
H 4.2560 12.3314 0.8060 0.3 -0.2 0.1
H 2.7198 12.1488 0.0841 -0.2 0.0 -0.3
H 3.7357 12.9243 -1.9752 0.1 -0.2 -0.3
H 4.6801 15.0297 -1.5025 -0.1 0.1 -0.3
H 4.7664 14.5554 0.1296 -0.7 0.4 0.5
H 2.1592 14.6402 -1.6620 0.4 -0.1 -0.5
H 2.6872 15.9813 -0.6366 0.1 0.4 -0.3
H -0.0433 14.5231 1.2696 0.9 -0.4 0.4
H 0.0679 14.5275 -0.4559 -0.5 0.2 -0.2
H 0.5372 15.9670 0.4624 0.1 0.2 0.0
C -12.4182 -3.0209 -8.6838 -0.2 0.0 -1.3
O -11.3826 -3.2300 -9.6537 0.1 -0.3 1.7
C -11.7577 -2.8580 -10.9618 1.0 -0.2 0.4
C -10.4702 -3.0905 -11.7432 -0.1 0.0 -0.7
N -10.5645 -2.8885 -13.2013 -0.5 0.6 1.0
C -11.3940 -3.8748 -13.8920 0.8 0.3 0.4
C -11.4341 -3.5786 -15.3731 -1.3 0.3 -0.1
O -12.1105 -2.3078 -15.6608 2.0 -1.6 -0.8
C -11.9735 -1.9886 -17.0652 -0.2 0.5 1.1
H -12.2357 -3.4286 -7.6896 0.7 -0.1 -0.3
H -13.3015 -3.5243 -9.0767 -0.4 0.1 0.2
H -12.6256 -1.9541 -8.6000 -0.1 0.1 0.1
H -12.0017 -1.7957 -10.9483 -0.5 0.0 -0.4
H -12.5534 -3.5315 -11.2800 -0.4 0.4 -0.3
H -10.1341 -4.0950 -11.4858 0.0 -0.4 0.0
H -9.7199 -2.4269 -11.3132 0.0 0.2 -0.2
H -9.6258 -2.8887 -13.5740 0.0 0.0 -0.2
H -12.3643 -3.9490 -13.4011 -0.1 0.3 -0.3
H -10.9005 -4.8373 -13.7574 -0.2 -0.7 -0.2
H -11.9405 -4.3684 -15.9278 -0.6 -0.2 0.2
H -10.4226 -3.7359 -15.7476 0.5 1.2 -0.2
H -12.1862 -0.9198 -17.0885 -0.4 -0.1 -0.4
H -12.6425 -2.5909 -17.6798 -0.3 0.1 0.0
H -10.9745 -2.0984 -17.4870 0.3 -0.3 0.4
C 1.8837 0.3757 1.1295 -0.2 -0.7 -0.4
O 1.5990 -0.5937 0.0990 -0.1 1.2 0.3
C 0.2117 -0.6711 -0.2159 -0.1 -0.9 -0.7
C 0.0296 -1.2380 -1.6123 0.4 1.3 0.3
N 0.4270 -2.5992 -1.6663 -0.3 -1.7 -1.7
C 0.3087 -3.1106 -3.0779 -1.0 -1.1 1.3
C -1.1815 -3.4182 -3.4701 2.4 0.7 -0.3
O -1.7283 -2.2426 -4.0272 -0.9 -0.2 0.9
C -3.1388 -2.2835 -3.9785 -0.2 0.9 -1.8
H 1.1657 0.2248 1.9356 0.2 0.0 0.4
H 1.8142 1.4179 0.8179 -0.3 0.0 -0.5
H 2.9185 0.2343 1.4414 -0.2 -0.3 0.2
H -0.3552 0.2578 -0.1537 0.4 0.4 0.3
H -0.2711 -1.4377 0.3902 -0.1 0.2 0.7
H 0.6441 -0.6884 -2.3254 -0.1 0.7 -0.2
H -1.0193 -1.1081 -1.8788 0.0 -0.2 -0.1
H 1.3897 -2.6892 -1.3744 0.1 0.1 0.1
H 0.8067 -4.0790 -3.1269 0.2 -0.1 0.2
H 0.7990 -2.4957 -3.8327 -0.2 0.4 -0.1
H -1.7076 -3.8189 -2.6036 -0.2 0.2 0.1
H -1.1327 -4.1661 -4.2616 -0.2 -0.4 0.0
H -3.6042 -2.1325 -3.0045 0.3 -0.3 0.2
H -3.5439 -3.1231 -4.5434 0.1 -0.8 0.6
H -3.4742 -1.4921 -4.6487 0.0 0.6 0.4
C 2.4680 4.4057 16.1679 0.5 -0.7 -0.6
O 2.0070 3.7723 15.0057 -1.0 -1.4 -0.6
C 2.9413 3.6624 13.9411 0.1 0.2 0.1
C 2.4743 2.6921 12.8318 -1.3 2.3 -0.7
N 3.5178 2.2571 11.8998 -0.1 -1.4 0.9
C 3.0888 1.0060 11.2152 1.5 -0.8 -0.2
C 4.3624 0.1451 10.7955 -1.0 1.7 0.2
O 5.1438 -0.1249 11.9495 -1.0 0.4 -0.5
C 6.1895 -1.0007 11.6411 0.4 0.3 1.0
H 3.1027 3.6814 16.6785 0.2 0.2 0.5
H 1.6003 4.6429 16.7834 0.2 0.2 -0.1
H 3.0758 5.2582 15.8647 -0.1 0.5 0.4
H 3.9145 3.2584 14.2198 0.3 0.1 0.8
H 3.0520 4.7181 13.6933 0.6 -0.1 -1.1
H 1.8200 3.2486 12.1608 -0.6 0.2 0.2
H 1.8032 1.9710 13.2983 0.5 -0.7 0.1
H 4.3087 1.9948 12.4706 0.4 -0.2 0.0
H 2.4922 1.2751 10.3436 0.1 -0.1 -0.2
H 2.4762 0.3522 11.8360 -0.2 0.1 0.4
H 4.8992 0.7705 10.0822 0.5 0.1 0.0
H 4.1533 -0.7796 10.2577 -0.6 -0.2 0.2
H 6.9178 -0.5144 10.9921 0.0 -0.2 -0.4
H 5.8086 -1.9429 11.2470 0.2 -0.1 -0.2
H 6.6818 -1.1610 12.6003 0.1 -0.4 -0.1
C -2.0688 5.1696 -10.6944 -0.8 -0.6 1.0
O -1.8266 6.5442 -10.8219 0.8 -0.6 -0.7
C -1.8872 7.0120 -12.1663 -0.2 0.9 0.7
C -1.0201 8.2846 -12.2460 -0.2 -0.5 -1.2
N -1.2222 8.9739 -13.5374 0.6 1.5 0.9
C -0.1218 9.9976 -13.7579 -1.2 -0.5 -1.3
C -0.5096 10.9173 -14.9493 0.3 0.2 2.0
O 0.4844 11.9194 -15.1081 0.7 -1.7 1.3
C 0.1124 12.8564 -16.0173 0.4 1.2 -1.4
H -1.4086 4.4567 -11.1885 0.6 0.5 -0.3
H -3.0734 4.8660 -10.9889 -0.4 0.3 -0.4
H -2.0483 4.9421 -9.6286 0.3 0.1 0.1
H -2.9389 7.2362 -12.3449 -0.1 0.4 -0.4
H -1.6089 6.2682 -12.9128 0.4 -0.2 0.1
H 0.0432 8.0467 -12.2155 0.1 -0.5 0.6
H -1.2576 8.9346 -11.4039 -0.1 0.1 -0.1
H -1.3193 8.2925 -14.2765 0.4 0.1 -0.2
H 0.8476 9.5705 -14.0147 0.2 -0.4 0.2
H 0.0151 10.6081 -12.8654 -0.3 -0.1 0.1
H -1.4013 11.4552 -14.6272 -0.6 -0.3 -0.5
H -0.6412 10.2956 -15.8349 -0.2 0.2 -0.3
H -0.0598 12.3599 -16.9723 -0.6 0.3 -0.4
H 0.9378 13.5461 -16.1935 0.2 -0.1 0.2
H -0.7120 13.4886 -15.6874 -0.5 -0.2 -0.1
C 14.4712 -8.5071 7.2815 0.2 -0.8 -0.1
O 13.9171 -7.3553 6.7542 0.0 1.5 -0.6
C 14.7601 -6.5862 5.8816 0.2 -0.7 0.9
C 14.1390 -5.2693 5.5958 0.3 0.0 -0.5
N 12.9063 -5.5396 4.9196 -1.2 0.1 0.5
C 12.0756 -4.3559 4.8389 -0.9 -0.4 -1.3
C 10.6968 -4.6229 4.0753 1.8 -0.1 1.8
O 9.8735 -5.4055 4.9672 0.1 0.4 -0.7
C 8.5486 -5.4521 4.4520 0.3 0.4 0.0
H 14.5959 -9.2987 6.5426 -0.5 -0.3 -0.4
H 13.7723 -8.8161 8.0588 0.4 -0.3 0.1
H 15.4965 -8.4155 7.6397 0.1 0.6 0.6
H 14.8654 -7.1094 4.9312 0.4 -0.2 0.0
H 15.7016 -6.3868 6.3934 0.4 -0.4 -0.1
H 14.8006 -4.7449 4.9063 0.2 0.2 -0.1
H 14.0892 -4.6618 6.4994 -0.4 0.1 0.3
H 12.4127 -6.1761 5.5290 -0.2 -0.5 -0.1
H 12.7133 -3.6277 4.3378 -0.5 0.4 -0.5
H 11.8599 -3.9255 5.8169 -0.3 0.0 0.3
H 10.8381 -5.1807 3.1495 0.2 0.1 -0.1
H 10.2975 -3.6310 3.8639 -0.6 0.0 0.0
H 7.8754 -6.0454 5.0707 0.4 0.0 0.3
H 8.5186 -5.8747 3.4477 0.1 -0.1 -0.2
H 8.1999 -4.4203 4.4075 -0.5 0.0 -0.1
C 3.0831 -2.9872 15.0181 -0.9 1.4 0.8
O 2.0835 -3.9619 14.8998 -0.3 1.5 0.8
C 2.5599 -5.0831 14.2900 -0.5 -1.4 -0.2
C 1.3970 -6.1106 14.1934 0.8 1.0 -1.5
N 0.6069 -5.9186 12.9608 1.0 -0.2 -2.0
C 1.4154 -6.2546 11.7116 -0.5 -0.7 0.1
C 0.7471 -5.9826 10.3509 -1.6 0.0 1.9
O 0.4568 -4.5892 10.2961 -0.4 -0.2 -1.0
C -0.1399 -4.2486 9.0217 1.0 0.0 0.9
H 3.5783 -2.7315 14.0813 0.3 -0.4 -0.1
H 3.7435 -3.1709 15.8655 0.6 -0.5 -0.3
H 2.5902 -2.0663 15.3298 -0.3 0.1 -0.1
H 3.4115 -5.5020 14.8261 0.2 -0.2 0.4
H 2.9385 -4.7777 13.3145 0.0 -0.4 -0.5
H 0.6781 -6.0232 15.0080 0.5 -0.1 0.3
H 1.9049 -7.0746 14.1632 -0.6 -0.4 0.0
H 0.3157 -4.9572 12.8555 -0.1 0.3 0.4
H 1.5024 -7.3337 11.8383 0.4 -0.2 -0.5
H 2.4136 -5.8376 11.5787 0.3 0.3 0.8
H -0.1825 -6.5491 10.4040 -0.6 0.1 -0.2
H 1.2363 -6.3762 9.4599 0.8 0.3 0.1
H -0.4042 -3.1914 9.0472 -0.1 -0.1 0.1
H -1.0063 -4.8699 8.7952 -0.1 0.0 0.0
H 0.6509 -4.3951 8.2860 -0.2 0.0 -0.5
```
Forces are in eV/Å.

Here are the Löwdin charges for atoms 1 to 8, given in e: atom 1 (C): -0.147, atom 2 (O): -0.185, atom 3 (C): -0.197, atom 4 (C): -0.404, atom 5 (C): -0.043, atom 6 (N): 0.020, atom 7 (H): 0.085, atom 8 (H): 0.087